Entry from the OMol25 dataset: one molecule with the formula C4H8O (ωB97M-V/def2-TZVPD).

Energy relative to the best compared isomer or geometry (same formula, charge and spin): 32.9 kcal/mol
Kohn-Sham gap: 11.104 eV
LUMO: 1.16 eV
Strongest force on any atom: 0.0346 Eh/bohr
Net charge: 0
SMILES string: C=CCOC

Each line ends with the Löwdin charge.
Atoms and positions in Å:
C1 1.712 -0.668 -0.090  -0.132
C2 0.132 1.031 0.286  -0.245
C3 -1.053 0.463 -0.450  -0.162
C4 -1.977 -0.391 0.027  0.008
H1 1.055 -1.405 -0.590  0.090
H2 2.713 -0.829 -0.468  0.083
H3 1.733 -0.921 0.970  0.084
H4 0.061 2.145 0.308  0.132
H5 0.142 0.689 1.331  0.115
H6 -1.177 0.810 -1.477  0.103
H7 -2.753 -0.771 -0.593  0.036
H8 -1.953 -0.820 1.060  0.073
O1 1.364 0.667 -0.314  -0.187